# 1
{"formula": "C53H60F6N3O2", "method": "ωB97M-V/def2-TZVPD", "fmax_ha_per_bohr": 0.0789, "e_homo_ev": -11.50, "orbital_gap_ha": 0.297, "total_charge": 1, "multiplicity": 1, "e_tot_ha": -2969.1436, "relative_energy_kcal_mol": 0.0, "species": ["C", "C", "C", "C", "C", "C", "C", "C", "C", "C", "C", "C", "C", "C", "N", "C", "C", "N", "C", "C", "C", "C", "C", "C", "C", "C", "C", "C", "C", "C", "C", "C", "C", "C", "C", "C", "C", "C", "N", "O", "O", "C", "C", "H", "H", "H", "H", "H", "H", "H", "H", "H", "H", "H", "H", "H", "H", "H", "H", "H", "H", "H", "H", "H", "H", "H", "H", "H", "H", "H", "H", "H", "H", "H", "H", "H", "H", "H", "H", "H", "H", "H", "H", "H", "H", "H", "H", "H", "H", "H", "H", "H", "H", "H", "F", "C", "F", "F", "C", "C", "C", "C", "C", "C", "C", "C", "C", "C", "F", "F", "F", "C", "C", "C", "C", "H", "H", "H", "H", "H", "H", "H", "H", "H"], "coordinates": [[-1.860, -2.908, 1.538], [-3.167, -2.253, 1.972], [-4.223, -2.600, 0.913], [-3.603, -2.926, 3.284], [-2.980, -0.707, 2.084], [-3.656, 0.161, 1.213], [-3.471, 1.545, 1.295], [-3.000, 2.091, 2.487], [-2.584, 1.231, 3.508], [-2.760, 1.678, 4.995], [-1.420, 1.816, 5.703], [-3.691, 0.716, 5.759], [-3.421, 3.060, 5.106], [-2.166, -0.075, 3.065], [-0.990, -0.711, 3.601], [-1.067, -1.408, 4.887], [0.348, -1.539, 5.324], [1.121, -1.251, 4.104], [2.529, -1.569, 4.245], [2.938, -2.923, 4.103], [2.048, -4.179, 3.848], [2.773, -5.133, 2.884], [0.694, -3.945, 3.200], [1.878, -4.903, 5.193], [4.285, -3.233, 4.301], [5.235, -2.241, 4.458], [4.811, -0.947, 4.726], [3.453, -0.632, 4.797], [3.123, 0.618, 5.674], [4.304, 1.603, 5.712], [2.919, 0.116, 7.114], [1.947, 1.446, 5.185], [0.312, -0.712, 3.122], [0.788, 0.284, 2.021], [2.335, 0.260, 1.994], [2.904, -0.970, 1.637], [4.256, -1.087, 1.364], [5.057, 0.042, 1.643], [6.365, -0.196, 2.169], [6.929, 0.763, 2.754], [6.862, -1.340, 2.074], [4.513, 1.315, 1.835], [3.134, 1.427, 1.991], [-1.002, -2.350, 1.921], [-1.798, -3.956, 1.873], [-1.761, -2.914, 0.450], [-5.197, -2.171, 1.175], [-3.924, -2.251, -0.083], [-4.336, -3.692, 0.849], [-4.249, -2.282, 3.891], [-4.160, -3.845, 3.046], [-2.747, -3.255, 3.886], [-4.283, -0.228, 0.410], [-3.755, 2.194, 0.467], [-3.001, 3.175, 2.626], [-0.789, 2.550, 5.185], [-1.580, 2.166, 6.735], [-0.881, 0.868, 5.756], [-4.730, 0.875, 5.443], [-3.467, -0.344, 5.601], [-3.629, 0.925, 6.838], [-4.396, 3.090, 4.606], [-3.588, 3.293, 6.168], [-2.780, 3.846, 4.694], [-1.675, -0.850, 5.597], [-1.534, -2.386, 4.743], [0.632, -0.797, 6.082], [0.603, -2.521, 5.738], [3.650, -5.601, 3.344], [2.094, -5.942, 2.583], [3.090, -4.599, 1.978], [0.033, -3.324, 3.805], [0.792, -3.503, 2.200], [0.180, -4.914, 3.082], [1.373, -4.278, 5.941], [1.293, -5.823, 5.059], [2.862, -5.174, 5.599], [4.619, -4.270, 4.312], [6.294, -2.479, 4.452], [5.572, -0.210, 4.976], [4.658, 1.839, 4.701], [3.989, 2.543, 6.185], [5.139, 1.210, 6.304], [2.166, -0.676, 7.186], [3.863, -0.307, 7.485], [2.625, 0.940, 7.779], [1.080, 0.844, 4.930], [1.648, 2.161, 5.968], [2.220, 2.015, 4.287], [0.521, 1.221, 2.522], [2.229, -1.834, 1.559], [4.708, -2.035, 1.083], [5.184, 2.172, 1.939], [2.694, 2.423, 2.136], [-2.119, -3.623, -4.035], [-1.859, -3.970, -2.734], [-3.068, -4.327, -2.175], [-1.098, -5.099, -2.766], [-1.227, -2.851, -1.941], [-2.012, -1.742, -1.636], [-1.530, -0.798, -0.740], [-0.263, -0.897, -0.136], [0.358, 0.317, 0.621], [-0.145, 1.687, 0.070], [-0.474, 1.781, -1.292], [-0.529, 2.984, -1.984], [-0.062, 4.119, -1.351], [0.275, 5.315, -2.206], [-0.609, 6.352, -2.071], [1.513, 5.808, -1.883], [0.309, 4.999, -3.541], [0.142, 4.118, 0.029], [0.058, 2.913, 0.737], [0.567, -1.929, -0.623], [0.083, -2.911, -1.489], [-2.984, -1.621, -2.108], [-2.155, 0.075, -0.571], [1.321, 0.320, 0.066], [-0.629, 0.907, -1.926], [-0.879, 3.016, -3.008], [0.380, 5.059, 0.526], [0.213, 2.954, 1.821], [1.634, -1.952, -0.397], [0.737, -3.722, -1.817]], "forces_ev_per_angstrom": [[0.552, -0.365, -0.344], [0.349, 0.020, -0.524], [-0.187, 0.094, -0.084], [-0.276, 0.053, 0.338], [0.274, 0.059, 0.054], [-0.253, 0.471, 0.035], [-0.030, -0.318, -0.072], [-0.415, -0.476, -0.144], [0.539, 0.354, 0.159], [0.721, 0.347, -0.194], [0.318, -0.048, 0.396], [-0.191, -0.227, -0.185], [-0.115, 0.159, -0.143], [-1.041, 0.265, -0.664], [1.347, -0.345, 0.227], [-0.801, -0.636, 0.153], [0.591, 0.119, 0.440], [-1.014, 0.391, -1.106], [0.972, -0.537, 0.656], [-0.395, -0.109, -0.036], [0.309, 0.058, -0.070], [0.168, -0.249, -0.162], [-0.450, -0.056, 0.115], [0.009, -0.075, 0.115], [0.285, 0.135, -0.162], [-0.109, -0.031, 0.121], [0.011, -0.310, 0.152], [-0.030, 0.475, 0.031], [0.265, 0.140, -0.616], [0.243, 0.092, 0.095], [0.019, -0.254, 0.126], [-0.488, 0.235, -0.038], [-0.910, 0.846, 2.601], [1.670, -0.477, 3.271], [0.310, 0.318, -0.748], [0.019, 0.179, -0.654], [0.057, 0.350, 0.737], [-1.476, -0.178, 0.354], [3.354, -0.116, 0.328], [-1.063, -2.030, -1.117], [-1.049, 2.249, 0.118], [0.030, -0.373, 0.192], [-0.671, -0.398, -0.162], [-0.278, -0.510, -0.067], [-0.074, 0.340, -0.024], [-0.071, -0.141, 0.382], [0.088, -0.120, -0.111], [-0.183, -0.087, 0.294], [0.079, 0.296, 0.069], [0.053, -0.130, -0.033], [0.136, 0.333, 0.083], [-0.318, 0.145, -0.161], [0.302, 0.052, 0.282], [-0.135, -0.141, 0.241], [-0.299, -0.424, 0.156], [-0.066, -0.173, 0.125], [0.121, -0.087, -0.285], [0.023, 0.315, 0.063], [0.208, -0.097, 0.071], [-0.096, 0.219, 0.026], [-0.024, -0.017, -0.316], [0.192, 0.022, 0.036], [0.086, -0.116, -0.297], [-0.142, -0.057, 0.054], [0.121, -0.121, -0.221], [0.083, 0.288, 0.090], [-0.132, -0.118, -0.231], [-0.074, 0.259, -0.306], [-0.198, 0.060, -0.238], [0.160, 0.185, 0.087], [-0.017, -0.158, 0.149], [0.056, -0.241, -0.269], [-0.037, -0.044, 0.177], [0.248, 0.328, -0.017], [0.092, -0.203, -0.115], [0.133, 0.197, 0.035], [-0.273, 0.030, -0.028], [-0.141, 0.372, -0.197], [-0.162, 0.019, 0.072], [-0.344, -0.209, -0.032], [-0.017, -0.023, 0.193], [0.000, -0.252, -0.071], [-0.112, 0.183, -0.168], [0.158, 0.179, 0.073], [-0.256, 0.085, -0.039], [0.080, -0.149, -0.192], [-0.001, 0.252, 0.141], [0.071, -0.183, -0.277], [-0.027, -0.067, 0.273], [-0.267, -0.049, 0.040], [0.536, 0.324, -0.039], [-0.007, 0.206, 0.300], [-0.325, -0.357, 0.098], [0.122, -0.520, -0.061], [0.236, -0.234, 1.255], [-0.482, -0.831, -0.705], [1.088, 0.398, -0.515], [-0.518, 1.012, 0.051], [-0.223, -0.049, -0.110], [0.448, -0.091, 0.105], [-0.119, 0.150, 0.050], [-0.069, 0.194, -1.010], [-0.580, -0.151, -4.014], [0.275, 0.433, -0.229], [-0.132, -0.250, -0.383], [0.300, -0.237, 0.573], [-0.225, 0.412, -0.161], [0.157, 1.078, -0.550], [0.717, -0.873, -0.048], [-1.068, -0.399, -0.238], [-0.061, 0.305, 1.353], [-0.023, -0.249, -0.144], [0.009, -0.048, 0.054], [-0.111, 0.286, 0.141], [0.025, -0.225, 0.168], [0.077, -0.018, 0.163], [0.333, -0.351, 0.142], [-0.394, 0.049, 0.381], [0.018, 0.184, 0.485], [0.360, -0.083, -0.033], [0.048, -0.352, -0.012], [0.004, -0.023, -0.413], [-0.384, 0.022, 0.091], [-0.225, 0.249, 0.150]]}


# 2
{"formula": "C53H60N8O2", "method": "ωB97M-V/def2-TZVPD", "fmax_ha_per_bohr": 0.0692, "e_homo_ev": -8.35, "orbital_gap_ha": 0.273, "multiplicity": 1, "e_tot_ha": -2643.8223, "smiles": "C#Cc1c(C)c2c(c(NCCCC)c1NCC)C(=O)C(CCCC)=CC2=O.c1ccncc1.c1ccncc1.c1ccncc1.c1ccncc1.c1ccncc1.c1ccncc1", "species": ["C", "C", "C", "C", "C", "C", "C", "C", "N", "C", "C", "C", "C", "C", "N", "C", "C", "C", "O", "C", "C", "C", "C", "C", "C", "C", "O", "H", "H", "H", "H", "H", "H", "H", "H", "H", "H", "H", "H", "H", "H", "H", "H", "H", "H", "H", "H", "H", "H", "H", "H", "H", "H", "H", "H", "H", "H", "C", "C", "C", "N", "C", "C", "H", "H", "H", "H", "H", "C", "C", "C", "N", "C", "C", "H", "H", "H", "H", "H", "C", "C", "C", "N", "C", "C", "H", "H", "H", "H", "H", "C", "C", "C", "N", "C", "C", "H", "H", "H", "H", "H", "C", "C", "C", "N", "C", "C", "H", "H", "H", "H", "H", "C", "C", "C", "N", "C", "C", "H", "H", "H", "H", "H"], "coordinates": [[-2.144, 3.264, -0.774], [-2.024, 2.873, 0.384], [-2.205, 2.093, 1.711], [-1.586, 0.709, 1.747], [-0.788, 0.093, 0.523], [-1.713, -0.144, 2.970], [-2.447, 0.444, 4.167], [-3.025, 1.844, 4.132], [-3.711, 2.318, 5.313], [-2.809, 2.913, 6.354], [-1.272, 2.947, 5.982], [-0.369, 3.566, 7.185], [-1.215, 4.120, 8.410], [-2.929, 2.691, 2.900], [-3.448, 4.035, 2.738], [-4.932, 4.118, 2.816], [-5.698, 2.796, 2.397], [-2.567, -0.474, 5.429], [-2.668, -0.081, 6.585], [-2.563, -2.047, 5.217], [-3.296, -3.022, 6.224], [-4.744, -2.525, 6.664], [-5.069, -2.737, 8.204], [-4.611, -1.537, 9.150], [-1.857, -2.544, 4.132], [-1.112, -1.586, 3.122], [-0.108, -1.995, 2.552], [-1.844, 3.547, -1.818], [0.258, -0.152, 0.906], [-0.658, 0.812, -0.333], [-1.217, -0.905, 0.192], [-4.466, 2.970, 5.090], [-3.151, 3.993, 6.492], [-3.001, 2.343, 7.315], [-0.818, 1.939, 5.764], [-1.139, 3.678, 5.116], [0.395, 4.311, 6.786], [0.260, 2.708, 7.599], [-1.785, 3.255, 8.871], [-0.527, 4.497, 9.235], [-1.915, 4.937, 8.041], [-3.008, 4.708, 3.370], [-5.244, 4.406, 3.880], [-5.352, 4.952, 2.160], [-5.671, 1.978, 3.174], [-5.352, 2.466, 1.376], [-6.801, 3.068, 2.277], [-2.683, -3.174, 7.162], [-3.368, -4.035, 5.717], [-4.954, -1.456, 6.334], [-5.504, -3.157, 6.091], [-4.531, -3.677, 8.551], [-6.196, -2.850, 8.308], [-5.530, -1.026, 9.576], [-4.040, -1.987, 10.028], [-3.948, -0.773, 8.652], [-1.812, -3.659, 3.985], [1.272, 2.257, -5.504], [1.883, 2.452, -4.275], [1.328, 1.840, -3.163], [0.230, 1.071, -3.204], [-0.343, 0.900, -4.403], [0.136, 1.465, -5.575], [1.676, 2.718, -6.399], [2.771, 3.065, -4.182], [1.772, 1.960, -2.180], [-1.230, 0.276, -4.407], [-0.367, 1.291, -6.517], [-5.526, -0.412, -6.956], [-5.375, 0.965, -7.000], [-4.114, 1.494, -6.774], [-3.031, 0.753, -6.510], [-3.203, -0.575, -6.470], [-4.420, -1.202, -6.686], [-6.495, -0.864, -7.129], [-6.216, 1.614, -7.207], [-3.946, 2.566, -6.801], [-2.310, -1.151, -6.252], [-4.500, -2.281, -6.644], [2.798, -4.541, 0.481], [1.881, -3.901, 1.300], [2.132, -3.867, 2.663], [3.209, -4.421, 3.237], [4.079, -5.035, 2.424], [3.922, -5.121, 1.050], [2.639, -4.588, -0.591], [0.993, -3.439, 0.891], [1.447, -3.377, 3.342], [4.940, -5.476, 2.917], [4.660, -5.628, 0.441], [7.151, -2.339, -1.397], [6.479, -3.144, -0.491], [7.226, -3.841, 0.446], [8.562, -3.784, 0.526], [9.187, -3.000, -0.362], [8.533, -2.260, -1.335], [6.603, -1.777, -2.144], [5.400, -3.230, -0.511], [6.746, -4.481, 1.179], [10.269, -2.975, -0.276], [9.090, -1.641, -2.026], [6.478, -5.616, -6.035], [6.272, -5.405, -4.680], [6.908, -4.329, -4.080], [7.714, -3.482, -4.732], [7.898, -3.708, -6.039], [7.307, -4.752, -6.733], [5.997, -6.446, -6.541], [5.632, -6.060, -4.103], [6.776, -4.122, -3.025], [8.558, -3.007, -6.541], [7.490, -4.885, -7.791], [0.275, 5.856, -10.213], [-0.404, 5.052, -9.311], [0.336, 4.350, -8.373], [1.673, 4.400, -8.288], [2.305, 5.183, -9.172], [1.657, 5.927, -10.145], [-0.268, 6.422, -10.962], [-1.483, 4.972, -9.335], [-0.151, 3.710, -7.644], [3.386, 5.204, -9.082], [2.220, 6.545, -10.833]], "forces_ev_per_angstrom": [[1.588, -0.278, 0.431], [-1.479, -1.097, 0.717], [0.362, -0.682, 0.691], [-0.585, -0.071, 1.179], [0.565, 0.280, 0.890], [-1.302, 2.829, 0.520], [0.460, 0.522, -1.863], [0.525, -1.156, -1.344], [1.102, 0.068, -1.066], [0.029, 0.237, 0.637], [0.467, 1.239, 0.766], [0.124, -0.939, 0.506], [0.518, -0.119, -0.239], [1.992, -2.803, -0.910], [-0.439, -1.226, 0.294], [-1.367, 0.254, 0.557], [-0.645, 0.719, -0.122], [-0.292, -0.572, 0.392], [0.162, -0.077, -1.695], [0.741, -0.367, -1.629], [0.182, 0.717, 0.009], [-0.833, -0.519, -0.438], [0.289, 0.548, -0.269], [-0.073, -0.479, 0.537], [-0.948, 1.316, 0.940], [-0.370, -0.368, 0.716], [-1.677, 0.909, 0.428], [-0.831, -0.326, 1.712], [-1.343, 0.311, -0.497], [-0.497, -0.831, 0.854], [0.306, 1.372, 0.322], [0.585, -0.335, -0.141], [0.490, -1.376, 0.002], [0.436, 0.758, -1.148], [-0.842, 1.111, -0.121], [-0.190, -1.319, 0.751], [-1.233, -0.754, 0.481], [-0.759, 1.084, -0.533], [0.447, 1.205, -0.617], [-0.869, -0.212, -1.174], [0.832, -0.980, 0.855], [-0.152, -0.453, -0.216], [0.181, -0.375, -1.246], [0.945, -0.970, 0.681], [0.307, 0.804, -1.026], [-0.201, 0.063, 1.215], [1.405, -0.254, 0.190], [-0.449, 0.352, -1.074], [0.131, 1.252, 0.585], [0.440, -1.239, 0.602], [0.982, 0.807, 0.606], [-0.944, 0.946, -0.475], [1.478, -0.147, -0.066], [1.187, -0.448, -0.526], [-0.697, 0.783, -1.019], [-0.754, -0.917, 0.379], [0.297, 1.361, -0.067], [0.082, 0.041, -0.189], [-0.077, -0.038, 0.000], [-0.299, -0.225, 0.141], [0.185, 0.218, -0.383], [0.050, -0.060, 0.437], [0.141, 0.048, 0.024], [0.020, 0.016, 0.051], [-0.031, -0.027, 0.017], [0.031, 0.038, -0.034], [0.003, 0.066, -0.075], [-0.076, -0.017, 0.098], [-0.111, -0.054, -0.020], [0.013, -0.071, 0.003], [0.415, -0.079, 0.089], [-0.508, -0.244, -0.132], [0.205, 0.374, 0.018], [-0.052, 0.053, -0.010], [0.048, 0.023, 0.010], [0.051, -0.002, 0.011], [-0.071, -0.010, -0.002], [-0.051, -0.055, -0.018], [0.033, 0.042, 0.009], [-0.021, -0.011, -0.067], [0.077, -0.073, -0.142], [0.370, -0.191, 0.466], [-0.033, -0.069, -0.559], [-0.160, 0.144, 0.357], [-0.083, 0.009, -0.023], [0.001, 0.000, 0.040], [0.047, 0.021, 0.094], [0.018, -0.030, -0.132], [0.012, -0.013, -0.067], [-0.015, -0.010, 0.042], [-0.063, 0.184, 0.003], [0.059, 0.059, -0.023], [0.421, -0.089, 0.118], [-0.243, 0.237, -0.349], [-0.079, -0.272, 0.325], [-0.050, 0.011, 0.023], [0.048, -0.029, 0.013], [0.034, 0.006, 0.059], [-0.045, 0.053, -0.030], [-0.025, 0.043, -0.049], [-0.018, -0.063, 0.007], [-0.061, -0.100, -0.054], [0.035, 0.013, -0.126], [0.243, 0.264, -0.099], [-0.245, -0.358, -0.213], [0.051, 0.195, 0.367], [-0.043, -0.045, 0.064], [0.024, 0.040, 0.021], [0.031, 0.040, 0.005], [-0.022, -0.127, -0.045], [-0.031, -0.049, -0.049], [0.013, 0.027, 0.042], [-0.057, 0.069, -0.090], [0.058, 0.037, -0.033], [0.467, -0.080, 0.144], [-0.385, 0.257, -0.369], [-0.005, -0.280, 0.333], [-0.092, -0.018, 0.009], [0.027, -0.027, 0.036], [0.043, -0.018, 0.027], [-0.062, 0.033, -0.034], [-0.026, 0.045, -0.051], [0.005, -0.035, 0.041]]}